[1]
10
Properties=species:S:1:pos:R:3 method="wB97M-V/def2-TZVPD" e_tot_ha=-264.239413 spin_multiplicity=1
H -0.5324 0.0324 -1.7916
N 0.4248 -0.1154 -1.4951
C -0.3343 0.7083 0.7555
H 1.5131 -0.1812 0.2869
N -0.0188 -2.7900 0.4998
H 1.0182 0.6434 -1.8165
C 0.1553 -1.6649 0.3051
C -1.0304 1.4729 1.3745
H -1.6560 2.1474 1.9220
C 0.4684 -0.2630 -0.0361

---

[2]
18
Properties=species:S:1:pos:R:3 method="wB97M-V/def2-TZVPD" total_charge=+1 e_tot_ha=-252.191061 spin_multiplicity=1
C 0.7952 -0.0985 0.5049
H -0.1116 -0.9674 2.2194
H 2.4366 1.1919 1.0590
H 1.2576 0.1950 -1.4884
C 0.3342 0.3129 -0.9221
C -0.6390 -0.6088 -1.5622
H -0.6719 -1.5095 0.6926
N -0.3849 -0.7352 1.2768
H -0.4283 -1.6325 -1.8592
H 1.4151 0.7987 2.3834
H 1.5090 -0.9197 0.4336
C 1.3919 1.0015 1.3068
H -1.1960 -0.1091 1.3323
H 0.0730 1.3633 -0.8424
H 0.9201 1.9861 1.2471
H -2.6107 -0.8210 -2.3728
C -1.8967 -0.2361 -1.8100
H -2.1936 0.7887 -1.5987

---

[3]
73
Properties=species:S:1:pos:R:3 method="wB97M-V/def2-TZVPD" total_charge=-1 e_tot_ha=-3221.696514 spin_multiplicity=1
F -1.9751 3.6558 -7.9272
H 1.1540 6.1050 -1.6924
F 1.8240 0.8529 -4.8626
C 0.3941 -2.6989 1.8777
H -3.9713 0.4211 -4.0792
H 2.5491 5.7210 -2.7180
O -2.6043 -0.2679 1.0371
F -4.0304 3.3548 -7.3245
C 2.6194 1.3505 -3.9044
F -1.2618 6.7658 4.5199
H -1.8961 -0.1532 -5.3540
F -0.0494 -7.8131 1.6573
H -1.0275 1.1462 -4.5453
H 1.4151 -2.8799 1.5515
H 0.4034 5.0706 -3.8194
H -1.8923 1.7218 2.6712
H -2.5885 -2.4383 -0.5714
H 3.6515 -7.4637 4.1260
C 1.7930 -6.4181 2.1994
C 1.8247 2.3358 -3.0289
H 0.4327 -2.2730 2.8789
H 5.2242 -8.0345 3.5585
F 3.6513 1.9554 -4.5021
H 0.0134 4.0040 -2.4790
H -3.0991 1.6928 -3.2252
O 1.4518 2.0806 -1.9291
F -0.4756 -5.8259 2.3907
C 0.3583 -6.5322 1.6553
H -2.6363 0.0088 -2.9876
H -0.2821 0.4032 1.5425
H -1.4112 2.0589 5.6861
C -1.2269 4.4140 4.7479
H 3.7693 -9.0126 3.2927
O 1.5807 3.4365 -3.7212
H -3.2183 -2.3740 2.8360
O -2.2304 4.4292 5.3970
C 4.1607 -7.9951 3.3240
C 1.7276 5.2948 -2.1403
H -2.5620 0.6755 3.9167
H 0.2483 0.1244 -0.0844
P -1.9831 -1.6032 1.2386
F 0.3075 -6.0953 0.3986
H 2.1575 4.6958 -1.3389
C 1.7169 -0.1950 1.3541
H -0.1309 -3.6360 1.9139
C 0.2953 -0.2845 0.9218
C -0.4917 5.7005 4.3262
C -2.2265 1.6891 3.7071
C -0.2941 -1.7288 0.8830
C -2.3401 2.9847 -5.6962
C -2.0114 0.8147 -4.8734
C -1.1017 2.0678 4.6412
O 2.1345 -5.6190 3.0103
O -2.2792 -2.2094 2.7114
O -1.8700 3.4915 -4.7244
F 0.6191 5.8554 5.0582
F -0.1395 5.6688 3.0414
C -2.9884 0.7310 -3.7223
F 3.0824 0.3472 -3.1824
O 2.1319 -0.3093 2.5035
O -0.5539 3.3730 4.3211
H 4.4706 -7.8356 1.1997
C 3.9468 -7.3066 1.9930
O -2.8078 -2.6763 0.3304
H -3.0761 2.3652 3.8070
H 4.3078 -6.2791 2.0093
H -0.2686 1.3783 4.5285
H 2.4477 0.0260 0.5458
O -2.4874 1.6957 -5.9225
O 2.5646 -7.3241 1.6037
C -2.8369 3.7858 -6.9132
C 0.8336 4.4595 -3.0303
F -2.9370 5.0732 -6.6144

---

Looking at HOMO for the records above, in order, we have -0.38295, -0.51685, -0.10449 hartree.
Looking at frontier orbital gap for the records above, in order, we have 11.06, 10.68, 5.15 eV.